[1]
# C4H8N4

The molecule C4H8N4 (ωB97M-V/def2-TZVPD, the OMol25 dataset).

The value obtained for the relative energy (zero: lowest compared OMol25 entry of this formula, charge and spin) is 433.1 kJ/mol. As for the frontier orbital gap: 8.761 eV. For the LUMO energy, the calculation gives 0.548 eV. Its structure (SMILES) is C1=C\NNCC/N=N/1.

XYZ file:
```
16
Properties=species:S:1:pos:R:3:forces:R:3:mulliken_charge:R:1
C 0.5430 0.5028 1.3314 0.493 -1.463 1.175 -0.56
C 0.3588 1.7392 0.5149 1.088 2.217 -1.550 -0.31
C -1.3347 -0.4724 -1.4447 -2.241 1.133 -0.432 -0.28
C -0.6043 -1.5138 -1.0547 0.794 -0.346 1.059 -0.12
H 1.2477 0.6836 2.1492 -0.583 0.063 0.338 0.32
H -0.4326 0.0896 1.6456 0.607 0.360 0.203 0.34
H -0.4601 2.4237 0.8475 0.822 -0.531 0.033 0.34
H 1.3741 2.2999 0.3952 -1.852 -0.763 0.202 0.28
H -2.2860 -0.5276 -2.0526 1.458 -0.235 0.649 0.31
H -0.8329 -2.4921 -1.4568 0.106 -0.065 0.053 0.35
H 0.6138 -2.4427 0.3277 0.139 -0.758 -0.236 0.21
H 1.4673 -0.0059 -0.3021 0.676 -0.997 0.093 0.34
N -0.0151 1.1550 -0.8181 -1.444 0.047 1.630 -0.32
N -1.1769 0.6906 -0.6298 1.206 -0.085 -1.840 -0.21
N 0.3082 -1.5535 0.0216 -0.164 0.282 -0.362 -0.14
N 1.2298 -0.5764 0.5258 -1.106 1.140 -1.015 -0.56
```
Forces are in eV/Å.



[2]
# C4H8N4

C4H8N4 as an isolated structure (ωB97M-V/def2-TZVPD, the OMol25 dataset).

The value obtained for the relative energy (zero: lowest compared OMol25 entry of this formula, charge and spin) is 620.1 kJ/mol. As for the frontier orbital gap: 9.081 eV. For the LUMO energy, the calculation gives -0.027 eV.

XYZ file:
```
16
Properties=species:S:1:pos:R:3:forces:R:3:mulliken_charge:R:1
C -2.4195 1.5118 0.5023 -1.581 1.742 -4.256 -0.90
C -1.1837 0.9293 1.1011 -0.631 -2.509 0.264 0.68
C 0.7131 0.2970 0.0191 -2.980 2.276 2.599 -0.28
C 1.6825 -1.3146 -1.7080 -2.158 -4.643 -0.371 0.11
H -2.7229 0.7164 -0.5959 0.421 2.320 4.042 0.28
H -3.3826 1.9692 1.2229 3.247 -1.753 -2.261 0.28
H -1.9664 2.4351 -0.2342 -1.399 -2.073 2.276 0.21
H 0.1718 0.4983 2.3888 -2.475 0.770 0.005 0.27
H 0.9501 1.2151 0.8350 1.058 -1.975 -2.870 0.25
H 2.1390 0.7634 -1.2617 -0.932 -2.553 0.078 0.27
H 2.2466 -1.0402 -2.7838 -1.477 -1.629 3.119 0.23
H 0.5741 -2.4978 -0.3738 1.348 -0.180 -2.344 0.25
N -0.7967 0.9935 2.2874 2.049 0.695 1.986 -0.62
N -0.5354 -0.0031 0.2541 2.307 -0.038 -2.805 -0.40
N 1.5538 -0.1106 -1.0153 1.078 1.653 0.628 -0.09
N 1.0977 -2.6798 -1.3383 2.124 7.897 -0.089 -0.55
```
Forces are in eV/Å.



[3]
# C4H8N4

The molecule C4H8N4 (ωB97M-V/def2-TZVPD, the OMol25 dataset).

The value obtained for the relative energy (zero: lowest compared OMol25 entry of this formula, charge and spin) is 239.2 kJ/mol. As for the frontier orbital gap: 9.321 eV. For the LUMO energy, the calculation gives -0.156 eV. Its structure (SMILES) is [H]/N=C(\C#N)CN(C)N.

XYZ file:
```
16
Properties=species:S:1:pos:R:3:forces:R:3:mulliken_charge:R:1
C 0.4023 -0.5538 -0.4577 -0.701 -0.406 0.616 -0.55
C -1.3949 0.9654 0.2680 -0.008 0.204 0.502 -0.96
N -0.9026 -0.4197 0.2326 -0.800 0.040 -0.661 -0.07
C 1.5513 0.0991 0.2733 0.665 2.339 0.794 0.78
N -1.8700 -1.2417 -0.4884 0.522 -0.147 0.175 -0.69
N 1.5746 1.3009 0.7646 -0.471 -1.501 -0.546 -0.57
C 2.8140 -0.6072 0.3221 1.566 -1.461 -0.195 -0.02
N 3.8490 -1.1373 0.3413 -1.504 0.794 0.013 -0.39
H -2.1667 -0.8099 -1.3680 0.228 0.214 0.157 0.24
H -2.7222 -1.3623 0.0664 0.680 0.188 0.074 0.26
H 2.4893 1.5249 1.1779 -0.340 -0.224 -0.229 0.27
H 0.6395 -1.6238 -0.5406 -0.290 0.313 0.012 0.37
H 0.3641 -0.1467 -1.4755 0.062 0.127 -0.136 0.31
H -1.3814 1.4362 -0.7217 0.041 0.032 -0.142 0.35
H -2.4260 0.9948 0.6419 0.196 -0.325 -0.156 0.32
H -0.8203 1.5810 0.9637 0.155 -0.188 -0.278 0.33
```
Forces are in eV/Å.



[4]
# C4H8N4

The molecule C4H8N4 (ωB97M-V/def2-TZVPD, the OMol25 dataset).

The value obtained for the relative energy (zero: lowest compared OMol25 entry of this formula, charge and spin) is 392.0 kJ/mol. As for the frontier orbital gap: 8.489 eV. For the LUMO energy, the calculation gives 0.973 eV. Its structure (SMILES) is C=C1N(C)N=NN1C.

XYZ file:
```
16
Properties=species:S:1:pos:R:3:forces:R:3:mulliken_charge:R:1
C -0.1410 -0.0269 -0.1011 4.337 1.298 1.172 0.74
C -1.0873 0.9006 -0.3054 1.418 -1.178 0.818 -1.46
C 1.7099 1.4528 1.1979 1.583 2.791 0.384 -0.73
C -0.6541 -2.3365 -0.9688 -0.616 1.596 -0.778 -0.76
N 2.0318 -0.7616 0.4594 2.271 -1.085 0.631 -0.56
N 1.4523 -1.6764 -0.1454 0.981 -0.630 0.094 -0.55
N 1.3346 0.2962 0.5893 -6.897 -1.423 -3.145 0.55
N 0.2250 -1.2619 -0.5286 -1.848 0.075 -0.046 0.53
H -2.0083 0.7031 -0.7046 -1.986 -0.938 -1.312 0.32
H -1.1165 1.7760 0.2584 0.556 1.385 0.834 0.25
H 0.9818 2.2584 1.1473 -0.383 -0.209 -0.852 0.23
H 1.7586 1.3538 2.2619 0.920 -0.255 0.866 0.31
H 2.6369 1.8203 0.6814 -0.538 -0.056 1.053 0.28
H -1.4241 -1.7671 -1.6314 1.242 -1.701 0.685 0.27
H 0.0719 -3.0322 -1.4718 -1.436 0.374 0.244 0.30
H -1.1925 -2.7680 -0.0971 0.399 -0.045 -0.647 0.26
```
Forces are in eV/Å.



[5]
# C4H8N4

The molecule C4H8N4 (ωB97M-V/def2-TZVPD, the OMol25 dataset).

The value obtained for the relative energy (zero: lowest compared OMol25 entry of this formula, charge and spin) is 445.2 kJ/mol. As for the frontier orbital gap: 9.816 eV. For the LUMO energy, the calculation gives 0.831 eV. Its structure (SMILES) is CNC1=NCC=NN1.

XYZ file:
```
16
Properties=species:S:1:pos:R:3:forces:R:3:mulliken_charge:R:1
C 0.8855 -2.3274 -0.7368 -4.412 3.275 1.491 -0.84
C 0.3242 -0.0183 0.0549 6.372 2.192 -1.222 0.40
C -0.2076 1.9668 1.1153 -0.338 -5.363 1.492 -0.43
C -1.4630 1.8597 0.2488 0.908 4.349 -1.330 0.08
H 0.0745 -2.4913 -1.4904 1.193 -0.444 0.213 0.29
H 1.7148 -2.9474 -0.7944 1.425 -0.974 -0.406 0.33
H 0.2743 -2.5174 0.3016 1.918 0.391 -2.199 0.27
H 2.2923 -0.8249 -0.4699 -3.211 1.354 -0.971 0.31
H 0.1338 2.9365 1.1427 0.708 2.079 0.320 0.44
H -0.4632 1.5270 2.1602 0.248 1.231 -1.345 0.22
H -1.8369 3.1306 0.0725 0.246 -4.421 0.036 0.22
H -1.1552 -1.1436 -0.7523 0.184 2.036 1.202 0.34
N 1.2494 -0.7323 -0.8911 1.099 -4.090 3.518 -0.40
N 0.9389 1.0287 0.6240 -4.744 -1.207 -1.075 -0.56
N -1.7782 0.8872 -0.5092 0.260 -0.630 1.833 -0.53
N -0.9836 -0.3339 -0.0758 -1.856 0.223 -1.557 -0.13
```
Forces are in eV/Å.



[6]
# C4H8N4

The molecule C4H8N4 (ωB97M-V/def2-TZVPD, the OMol25 dataset).

The value obtained for the relative energy (zero: lowest compared OMol25 entry of this formula, charge and spin) is 682.7 kJ/mol. As for the frontier orbital gap: 9.357 eV. For the LUMO energy, the calculation gives 0.867 eV. Its structure (SMILES) is N/N=C1\NC[C@H]2CN12.

XYZ file:
```
16
Properties=species:S:1:pos:R:3:forces:R:3:mulliken_charge:R:1
C -0.5102 -0.3097 -0.2413 5.644 1.884 1.595 0.47
C 0.9793 1.4001 -0.0452 1.111 -0.393 -2.903 -0.64
C 1.7574 0.1746 -0.3879 0.948 -3.974 -0.509 -0.21
C 1.6484 -1.0119 0.6773 5.727 1.380 2.495 -0.35
H -1.9858 0.6899 1.0227 -2.693 -2.896 -2.385 0.39
H -3.4544 -0.7147 0.4672 3.666 3.500 -1.225 0.28
H -1.2260 1.6784 -0.0066 3.283 -2.388 0.695 0.42
H 1.2772 1.8471 -1.0634 -1.897 0.981 1.492 0.24
H 1.4862 1.8134 0.7383 0.879 2.059 1.942 0.36
H 2.4467 -0.0264 -1.3301 -1.211 1.256 2.241 0.25
H 1.5593 -0.5350 1.7435 -0.435 -1.242 -1.955 0.25
H 2.6485 -1.7285 0.5626 -3.244 1.296 0.416 0.25
N -2.5221 0.0573 0.0929 -4.826 -0.128 4.460 -0.61
N -1.6001 -0.7779 -0.3871 -3.326 -4.071 -0.905 -0.34
N -0.3762 0.9507 0.3404 -0.702 4.316 -2.096 -0.53
N 0.7839 -0.8791 -0.3534 -2.925 -1.581 -3.360 -0.22
```
Forces are in eV/Å.



[7]
# C4H8N4

The molecule C4H8N4 (ωB97M-V/def2-TZVPD, the OMol25 dataset).

The value obtained for the relative energy (zero: lowest compared OMol25 entry of this formula, charge and spin) is 460.7 kJ/mol. As for the frontier orbital gap: 9.519 eV. For the LUMO energy, the calculation gives 0.890 eV. Its structure (SMILES) is CCC1=NN=CNN1.

XYZ file:
```
16
Properties=species:S:1:pos:R:3:forces:R:3:mulliken_charge:R:1
C 2.2540 0.3063 -0.4518 0.852 -3.262 -2.095 -0.86
C 1.2952 -0.8293 0.2029 0.022 2.491 0.239 -0.68
C -0.2222 -0.4769 0.2399 2.028 -1.103 1.302 0.43
C -2.7010 0.1632 -0.2822 0.110 -3.218 0.271 -0.10
H 2.0992 1.3980 -0.3250 -0.425 -1.022 0.057 0.32
H 3.1915 -0.0166 0.0552 -0.152 0.887 -0.607 0.27
H 2.4424 -0.0147 -1.6383 -0.650 1.272 3.050 0.22
H 1.7479 -1.8283 0.1276 -1.187 -0.150 -1.854 0.47
H 1.6093 -0.8607 1.2210 -0.223 1.135 1.669 0.29
H -3.7078 0.3576 -0.6225 0.175 0.816 -0.104 0.43
H -1.2458 1.6952 -0.8764 -2.057 -1.798 1.848 0.32
H -0.9040 0.7372 1.7866 -0.200 -0.095 -0.639 0.24
N -1.1282 -1.2991 -0.0352 1.334 -3.429 -1.260 -0.03
N -2.4420 -1.1467 -0.0911 -0.647 3.170 0.522 -0.82
N -1.6863 1.0287 -0.1133 1.808 4.848 -1.348 -0.20
N -0.6022 0.7862 0.8027 -0.788 -0.541 -1.051 -0.30
```
Forces are in eV/Å.



[8]
# C4H8N4

The molecule C4H8N4 (ωB97M-V/def2-TZVPD, the OMol25 dataset).

The value obtained for the relative energy (zero: lowest compared OMol25 entry of this formula, charge and spin) is 680.8 kJ/mol. As for the frontier orbital gap: 7.976 eV. For the LUMO energy, the calculation gives 0.389 eV. Its structure (SMILES) is CC1=C(NN)CN=N1.

XYZ file:
```
16
Properties=species:S:1:pos:R:3:forces:R:3:mulliken_charge:R:1
C 0.7001 -0.4278 1.9947 -1.710 -1.369 -2.696 -0.95
C 0.5102 0.5794 0.7775 0.851 0.434 -2.621 -0.28
C -0.0950 0.3804 -0.4901 2.285 1.212 6.395 0.95
C -0.1857 1.5706 -1.1654 1.697 6.037 -6.101 -0.47
H 0.1949 0.0807 2.8010 0.525 -0.409 0.848 0.30
H 0.1548 -1.4776 1.7656 0.342 2.858 0.270 0.20
H 1.6455 -0.9516 2.1411 0.634 1.345 0.381 0.32
H -1.0772 2.2634 -1.1035 0.543 -1.394 -0.090 0.23
H 0.1389 1.4394 -2.3765 -1.054 0.508 3.205 0.25
H -0.9647 -0.7904 -2.1527 1.755 1.799 4.501 0.31
H -0.4964 -2.6966 -0.9163 1.107 -5.598 -4.321 0.16
H -1.4884 -1.8301 0.1602 1.643 -1.552 -1.191 0.27
N 0.9349 2.5649 -0.4811 -2.515 -3.368 -0.954 -0.47
N 1.1877 1.8971 0.5124 1.072 -0.853 4.049 -0.08
N -0.5266 -0.6700 -0.9961 -4.003 -6.861 -9.692 -0.05
N -0.6330 -1.9319 -0.4710 -3.170 7.210 8.017 -0.70
```
Forces are in eV/Å.



[9]
# C4H8N4

C4H8N4 as an isolated structure (ωB97M-V/def2-TZVPD, the OMol25 dataset).

The value obtained for the relative energy (zero: lowest compared OMol25 entry of this formula, charge and spin) is 315.4 kJ/mol. As for the frontier orbital gap: 8.870 eV. For the LUMO energy, the calculation gives -0.153 eV.

XYZ file:
```
16
Properties=species:S:1:pos:R:3:forces:R:3:mulliken_charge:R:1
C 0.4573 0.1487 -1.1949 -0.058 -0.010 0.176 -1.30
C -1.4215 -0.7732 -0.5475 -0.039 -0.030 0.057 0.72
C 0.9135 0.3685 0.0917 -0.213 -0.433 -0.011 0.82
N -1.1433 -1.2883 0.5872 0.037 0.131 -0.075 -0.50
C 0.6724 1.6948 0.7287 0.046 0.219 0.265 -0.27
N -2.3070 -0.5453 -1.3846 0.237 0.015 0.098 -0.66
N 1.2679 -0.6402 0.9228 -0.031 0.173 -0.063 -0.86
N 0.9937 1.9984 1.9156 -0.056 -0.171 -0.276 -0.66
H 0.0556 -1.0537 1.0387 0.103 0.073 -0.129 0.44
H -1.6052 -2.1544 0.8308 0.026 0.051 -0.107 0.23
H -2.0481 -0.2113 -2.3018 0.052 -0.017 0.071 0.27
H 1.6462 -1.4175 0.3828 -0.072 0.043 -0.025 0.32
H 1.4350 1.1854 2.3611 -0.032 0.014 -0.079 0.31
H 0.1385 0.9853 -1.8064 0.005 0.007 0.045 0.40
H 0.7509 -0.7486 -1.7283 -0.012 -0.027 0.047 0.39
H 0.1941 2.4513 0.1040 0.009 -0.035 0.006 0.34
```
Forces are in eV/Å.



[10]
# C4H8N4O

The molecule C4H8N4O (ωB97M-V/def2-TZVPD, the OMol25 dataset).

The value obtained for the relative energy (zero: lowest compared OMol25 entry of this formula, charge and spin) is 201.8 kJ/mol. As for the frontier orbital gap: 9.639 eV. For the LUMO energy, the calculation gives 0.777 eV. Its structure (SMILES) is C=C(/N=C/N)C(=O)NN.

XYZ file:
```
17
Properties=species:S:1:pos:R:3:forces:R:3:mulliken_charge:R:1
C 0.0134 1.3629 -0.4895 1.195 0.680 0.046 0.39
C 0.6721 0.2158 0.2432 -0.784 0.053 -0.374 0.53
C 1.8409 0.4411 0.8054 0.385 -0.070 0.571 -1.02
C 0.6304 -2.0440 -0.0797 -0.309 1.365 1.700 -0.07
H -1.8830 1.2139 1.5000 0.194 0.184 -0.089 0.26
H -2.1991 -0.0266 0.4859 -0.149 0.415 0.184 0.31
H -1.6925 2.2452 -0.9683 0.223 -0.601 0.532 0.25
H 2.3334 -0.3081 1.4005 0.119 -0.190 0.098 0.37
H 2.2751 1.4160 0.7511 0.252 0.348 -0.145 0.34
H 1.7250 -2.0002 -0.1898 -0.328 -0.073 -0.775 0.28
H -0.8672 -3.3396 0.4041 0.179 0.215 -0.325 0.24
H 0.3911 -3.9867 -0.5719 0.031 -0.169 0.154 0.23
N -2.1998 0.9953 0.5611 -0.282 -1.366 0.296 -0.70
N -1.3316 1.4583 -0.4115 -0.383 1.635 -1.322 0.00
N -0.0409 -0.9997 0.2642 0.578 -0.250 -0.783 -0.42
N 0.0755 -3.2596 0.0446 -0.133 -1.127 -0.199 -0.36
O 0.6817 2.1964 -1.1122 -0.789 -1.049 0.433 -0.64
```
Forces are in eV/Å.



[11]
# C4H8N4O

C4H8N4O as an isolated structure (ωB97M-V/def2-TZVPD, the OMol25 dataset).

The value obtained for the relative energy (zero: lowest compared OMol25 entry of this formula, charge and spin) is 336.6 kJ/mol. As for the frontier orbital gap: 10.319 eV. For the LUMO energy, the calculation gives 0.753 eV.

XYZ file:
```
17
Properties=species:S:1:pos:R:3:forces:R:3:mulliken_charge:R:1
C 0.7191 -1.1673 -0.4620 0.796 2.286 -0.860 0.28
C 0.5221 1.1183 0.8585 0.196 -0.408 0.095 -0.51
C -0.1238 -0.1526 0.3524 -1.254 1.833 -2.090 1.01
C -1.1349 -0.7744 1.2247 1.181 -2.906 0.763 -1.58
N 0.3737 2.1791 -0.1984 -0.239 0.082 -0.210 -0.24
N -0.4567 1.8836 -1.0683 0.199 1.993 0.140 -0.29
N -0.9266 0.6776 -1.1364 1.135 -2.914 2.782 -0.28
N 1.5670 -0.5327 -1.3842 -2.166 2.085 0.502 -0.40
O 0.7120 -2.3543 -0.3469 -0.346 -1.083 0.803 -0.57
H -0.0156 1.5509 1.7845 1.107 -0.851 -1.291 0.31
H 1.6196 0.9362 0.9977 -0.997 0.506 0.180 0.28
H -0.5318 -1.3822 2.0314 -1.264 0.534 -1.708 0.29
H -1.7589 -1.3902 0.5798 0.214 -0.865 0.353 0.35
H -1.8434 -0.2607 1.8036 -0.479 1.864 0.509 0.54
H -1.9312 0.5677 -1.2426 0.072 0.383 -0.093 0.28
H 1.1123 0.2954 -1.9041 1.394 -2.074 1.038 0.28
H 2.0971 -1.1943 -1.8899 0.452 -0.465 -0.912 0.27
```
Forces are in eV/Å.



[12]
# C4H8N4O

The molecule C4H8N4O (ωB97M-V/def2-TZVPD, the OMol25 dataset).

The value obtained for the relative energy (zero: lowest compared OMol25 entry of this formula, charge and spin) is 273.9 kJ/mol. As for the frontier orbital gap: 9.207 eV. For the LUMO energy, the calculation gives 0.872 eV. Its structure (SMILES) is Cc1nn(C)c(=O)n1N.

XYZ file:
```
17
Properties=species:S:1:pos:R:3:forces:R:3:mulliken_charge:R:1
C 0.5652 -0.3213 0.7813 0.269 0.055 0.674 0.53
C -0.8835 0.7155 -0.7655 2.838 0.584 4.868 0.53
C 1.4962 -0.7508 1.8648 -0.576 -0.976 1.724 -0.87
C -1.0265 -1.0915 -2.2720 5.210 -2.428 0.862 -0.99
N 0.2193 -1.1595 -0.1329 1.240 -2.281 0.315 -0.94
N -0.0477 0.8487 0.6317 -2.067 -0.550 -2.945 0.25
N -0.5683 -0.5608 -1.0187 -1.185 2.566 -1.381 0.58
N 0.2536 2.0653 1.2070 0.469 -0.029 -0.613 -0.88
O -1.4857 1.6595 -1.1819 -0.476 -0.069 -1.000 -0.60
H 2.5598 -0.5152 1.6429 -0.783 -0.285 0.210 0.20
H 1.2745 -1.8521 1.9365 0.944 0.864 -0.298 0.30
H 1.2241 -0.4233 2.9319 0.363 0.206 -1.787 0.27
H -0.2120 -1.6570 -2.8431 -1.010 0.661 1.062 0.27
H -1.7845 -1.6829 -2.0248 -3.378 -2.785 0.195 0.41
H -1.2805 -0.3077 -2.8178 -1.491 3.370 -2.571 0.39
H -0.5666 2.3780 1.6705 -0.882 0.244 0.877 0.27
H 0.2627 2.6552 0.3904 0.515 0.852 -0.193 0.27
```
Forces are in eV/Å.



Q: The lowest LUMO energy belongs to which entry?
A: number 3



Q: Which of these has the lowest LUMO energy?
A: number 3



Q: The highest LUMO energy belongs to which entry?
A: number 4